Entry 1:
75
Properties=species:S:1:pos:R:3 method="wB97M-V/def2-TZVPD" smiles="CC[C@H](I)[C@](C#N)([C@](C#N)(CCCCNC(C)=O)CC(=O)O)S(=O)(=O)F.CCOC(=O)C(F)(F)F.CCOC(=O)C(F)(F)F" orbital_gap_ha=0.3472 lumo_energy_ev=-0.14 homo_energy_ev=-9.59 largest_force_ev_per_a=2.525
C 0.2838 0.5985 -4.2383
C 1.5851 0.5229 -3.4233
C 1.4421 0.6101 -1.8892
I 0.2949 -1.0891 -1.2332
C 0.9942 2.0105 -1.3536
C 1.1353 3.0275 -2.4418
N 1.2429 3.7842 -3.2984
C 1.9287 2.5281 -0.1865
C 3.2268 2.8647 -0.8523
N 4.2988 3.0043 -1.2438
C 2.1432 1.5449 0.9940
C 3.5795 1.6082 1.5962
C 4.4731 0.4908 1.0378
C 4.1469 -0.8757 1.6801
N 3.2522 -1.7206 0.8551
C 2.3841 -2.5381 1.6098
C 1.3405 -1.9185 2.5119
O 2.4477 -3.7440 1.5021
C 1.3749 3.8711 0.3909
C 2.3911 4.6496 1.2244
O 2.5056 4.4971 2.4043
O 3.1784 5.5451 0.5807
S -0.7741 2.1113 -0.8803
O -1.5953 1.6033 -1.9253
O -0.9569 1.5814 0.4319
F -1.1269 3.6589 -0.7890
H -0.3493 -0.2689 -4.0810
H 0.5859 0.5744 -5.2902
H -0.2467 1.5369 -4.1054
H 1.9886 -0.4764 -3.6085
H 2.3354 1.2174 -3.8016
H 2.4387 0.4519 -1.4765
H 1.9176 0.5051 0.7606
H 1.4505 1.8496 1.7771
H 4.0239 2.5948 1.5099
H 3.4761 1.4134 2.6658
H 4.4063 0.3969 -0.0466
H 5.5061 0.7068 1.3209
H 5.0631 -1.4388 1.8749
H 3.6889 -0.7106 2.6572
H 3.8182 -2.3668 0.3201
H 0.6542 -2.6951 2.8333
H 0.7453 -1.1693 1.9835
H 1.7658 -1.4198 3.3840
H 1.0037 4.5190 -0.4094
H 0.5339 3.6623 1.0481
H 3.0194 5.4960 -0.3695
C -0.8206 -7.6968 -3.2634
C -1.5830 -6.4367 -3.6144
O -2.0254 -5.7358 -2.4363
C -1.0986 -5.0433 -1.7895
O 0.0512 -4.9328 -2.0923
C -1.7282 -4.3439 -0.5787
F -2.4650 -5.1856 0.1491
F -2.5240 -3.3429 -0.9795
F -0.7879 -3.8291 0.2103
H -1.4254 -8.3404 -2.6236
H -0.5590 -8.2432 -4.1687
H 0.0973 -7.4683 -2.7240
H -2.4907 -6.6873 -4.1589
H -0.9950 -5.7671 -4.2418
C -4.1896 2.0903 1.1613
C -5.0652 3.1188 1.8445
O -5.9972 2.5067 2.7568
C -5.4972 2.1048 3.9172
O -4.3646 2.2126 4.2805
C -6.6125 1.4945 4.7761
F -7.3244 0.6003 4.0827
F -7.4483 2.4515 5.1982
F -6.1081 0.8855 5.8424
H -4.8036 1.3429 0.6568
H -3.5445 2.5697 0.4287
H -3.5602 1.5634 1.8761
H -5.6772 3.6372 1.1095
H -4.4752 3.8698 2.3700

***

Entry 2:
9
Properties=species:S:1:pos:R:3 method="wB97M-V/def2-TZVPD" orbital_gap_ha=0.4285 charge=+1 lumo_energy_ev=-6.62 homo_energy_ev=-18.28 largest_force_ev_per_a=5.192
C -0.9404 -0.1268 -0.0117
N 0.5508 0.1123 0.0978
O 0.6182 1.3877 -0.1839
N 1.3600 -0.8217 0.3648
F 0.7336 -2.0033 0.4328
H -1.3474 0.8303 0.4011
H -1.3314 -0.0216 -1.1513
H -1.1232 -1.1001 0.3088
H 1.4797 1.7431 -0.2584

***

Entry 3:
9
Properties=species:S:1:pos:R:3 method="wB97M-V/def2-TZVPD" orbital_gap_ha=0.3472 lumo_energy_ev=-0.23 homo_energy_ev=-9.68 largest_force_ev_per_a=1.759
C -0.2698 0.8939 -0.0179
C -1.3966 0.2229 0.0175
C -2.4496 -0.7207 0.0766
C 1.0165 -1.0493 -0.0677
O 0.9596 0.3110 0.0352
O -2.7693 0.5409 -0.0467
O 2.2305 -1.4399 -0.0066
H -0.2210 1.9702 -0.0963
H 2.8997 -0.7290 0.1058

***

Entry 4:
84
Properties=species:S:1:pos:R:3 method="wB97M-V/def2-TZVPD" orbital_gap_ha="0.2240 / 0.1927" charge=-1 lumo_energy_ev="1.91 / 1.07" homo_energy_ev="-4.19 / -4.18" multiplicity=5 largest_force_ev_per_a=0.848
Ir -1.1353 -0.1978 -0.4716
C 4.9403 -4.7125 3.9115
O 4.4922 -5.8850 3.2538
C 3.1514 -6.0329 3.0932
C 2.2033 -5.1007 3.5019
C 0.8566 -5.3419 3.2795
C 0.4269 -6.5124 2.6331
C 1.4022 -7.4512 2.2428
C 2.7362 -7.2124 2.4640
N -0.8784 -6.7659 2.3012
N -1.7804 -5.9043 2.6591
C -2.0266 -4.7219 2.1202
C -2.9591 -3.8669 2.7677
C -3.1143 -2.5515 2.4129
C -2.3587 -1.9742 1.3733
O -2.4361 -0.7182 1.0658
C -1.5075 -2.8442 0.6186
N -0.8422 -2.2714 -0.4299
C -0.0680 -3.0226 -1.1917
C 0.0600 -4.3965 -0.9966
C -0.5875 -4.9906 0.0619
C -1.3640 -4.2120 0.9294
H 6.0194 -4.8038 3.9915
H 4.5093 -4.6268 4.9117
H 4.6967 -3.8142 3.3392
H 2.4978 -4.1772 3.9809
H 0.1224 -4.6116 3.5960
H 1.0727 -8.3550 1.7449
H 3.4940 -7.9166 2.1442
H -3.5131 -4.2802 3.6008
H -3.8011 -1.9086 2.9485
H 0.4641 -2.5193 -1.9880
H 0.6708 -4.9769 -1.6734
H -0.5082 -6.0573 0.2212
O -0.9229 4.3416 -4.2306
C -2.0336 3.4650 -4.3629
C -1.9318 2.3356 -3.3230
C -3.2506 1.5758 -3.5458
O -3.3379 0.3218 -2.9034
C -1.8017 3.0050 -1.9512
Se -2.0617 1.9662 -0.3102
C -0.6605 1.5498 -3.6495
Se -0.1431 -0.0334 -2.6122
H -1.0073 5.0519 -4.8712
H -2.0576 3.0228 -5.3658
H -2.9745 4.0075 -4.2055
H -3.3632 1.4237 -4.6289
H -4.0578 2.2388 -3.2103
H -4.2616 0.0854 -2.7957
H -2.5393 3.8065 -1.8763
H -0.8134 3.4533 -1.8664
H 0.1849 2.2299 -3.5557
H -0.7019 1.2001 -4.6830
C 3.5489 0.9316 -3.2667
C 4.6662 1.5492 -2.4455
C 5.2538 0.5479 -1.4615
O 4.1555 2.7533 -1.8528
P 3.6827 3.0119 -0.3204
S 5.2709 3.2171 0.8385
S 2.2720 1.7443 0.2391
O 2.8941 4.3939 -0.5714
C 3.2500 5.5561 -1.3343
C 2.8190 5.3722 -2.7831
C 4.7160 5.9431 -1.2247
H 3.9080 0.0429 -3.7946
H 3.1627 1.6466 -3.9973
H 2.7330 0.6435 -2.6014
H 5.4648 1.8953 -3.1066
H 4.4696 0.1534 -0.8143
H 6.0122 1.0130 -0.8345
H 5.7023 -0.2745 -2.0251
H 2.6393 6.3416 -0.8847
H 3.4380 4.6146 -3.2618
H 2.9218 6.3167 -3.3254
H 1.7771 5.0497 -2.8290
H 5.3447 5.1737 -1.6732
H 5.0115 6.0488 -0.1830
H 4.8771 6.8907 -1.7473
C 1.5698 -1.4807 1.4397
O 0.5186 -0.5217 1.5164
H 2.2607 -1.3621 2.2768
H 2.1319 -1.3826 0.5073
H 1.1202 -2.4737 1.4898
H 0.9385 0.3574 1.4770

***

Entry 5:
20
Properties=species:S:1:pos:R:3 method="wB97M-V/def2-TZVPD" smiles=ClCCl.ClCCl.ClCCl.ClCCl orbital_gap_ha=0.4188 lumo_energy_ev=0.38 homo_energy_ev=-11.02 largest_force_ev_per_a=1.385
Cl 3.0749 6.6363 0.9514
C 3.1046 5.1226 2.0027
Cl 1.6987 5.0753 3.1008
H 3.0506 4.2702 1.3255
H 4.0480 5.0836 2.5472
Cl 4.8206 -0.7856 2.4515
C 3.8413 -1.7482 3.6527
Cl 3.8187 -3.5071 3.2563
H 4.2234 -1.5539 4.6549
H 2.8316 -1.3540 3.5382
Cl -6.3578 -2.9612 -2.9210
C -7.2678 -2.0963 -4.1666
Cl -6.3145 -1.8075 -5.6386
H -8.1536 -2.6944 -4.3807
H -7.5458 -1.1394 -3.7248
Cl -0.0109 0.0461 -0.3680
C 0.1975 -1.4599 -1.2996
Cl 0.6783 -1.1606 -2.9487
H 1.0082 -1.9614 -0.7711
H -0.7458 -2.0046 -1.2619

***

Entry 6:
23
Properties=species:S:1:pos:R:3 method="wB97M-V/def2-TZVPD" smiles="C=C[Si](C=C)(CC)O[SiH3]" orbital_gap_ha=0.3592 lumo_energy_ev=0.91 homo_energy_ev=-8.87 largest_force_ev_per_a=4.358
C 0.5021 -2.4908 0.4980
C 0.9736 -1.4598 -0.2050
Si 0.4582 0.3190 0.1227
C 1.6754 1.6130 0.6833
C 2.9346 1.3972 1.0103
C -0.4052 0.7450 -1.8615
C -1.2605 -0.3189 -2.4548
O -0.7755 0.3679 1.2285
Si -2.0616 0.1668 2.1699
H 0.8959 -3.4783 0.5021
H -0.4411 -2.1869 0.9343
H 1.8434 -1.5721 -0.7755
H 1.2668 2.6128 0.8200
H 3.6926 2.1582 1.0487
H 3.4570 0.4491 1.0644
H -1.0319 1.7533 -1.6853
H 0.3936 0.9762 -2.5718
H -1.7551 -0.9068 -1.6629
H -1.9440 0.2394 -3.0644
H -0.7382 -0.9194 -3.1586
H -2.9043 -1.0930 1.7975
H -1.6300 0.4586 3.5641
H -3.1457 1.1696 1.9960

***

Repeat the fifth record exactly.
20
Properties=species:S:1:pos:R:3 method="wB97M-V/def2-TZVPD" smiles=ClCCl.ClCCl.ClCCl.ClCCl orbital_gap_ha=0.4188 lumo_energy_ev=0.38 homo_energy_ev=-11.02 largest_force_ev_per_a=1.385
Cl 3.0749 6.6363 0.9514
C 3.1046 5.1226 2.0027
Cl 1.6987 5.0753 3.1008
H 3.0506 4.2702 1.3255
H 4.0480 5.0836 2.5472
Cl 4.8206 -0.7856 2.4515
C 3.8413 -1.7482 3.6527
Cl 3.8187 -3.5071 3.2563
H 4.2234 -1.5539 4.6549
H 2.8316 -1.3540 3.5382
Cl -6.3578 -2.9612 -2.9210
C -7.2678 -2.0963 -4.1666
Cl -6.3145 -1.8075 -5.6386
H -8.1536 -2.6944 -4.3807
H -7.5458 -1.1394 -3.7248
Cl -0.0109 0.0461 -0.3680
C 0.1975 -1.4599 -1.2996
Cl 0.6783 -1.1606 -2.9487
H 1.0082 -1.9614 -0.7711
H -0.7458 -2.0046 -1.2619